A molecular structure, C61H48OP4PtS2, computed with ωB97M-V with the def2-TZVPD basis set.

```
117
Properties=species:S:1:pos:R:3:mulliken_charge:R:1
Pt 0.142 0.610 -0.072 2.026
S -0.644 0.645 -2.423 -0.641
P -1.474 -1.066 -1.741 0.453
C -0.632 -1.281 -0.283 0.054
P -0.836 -2.405 1.011 2.041
S -0.425 -1.688 2.809 -0.421
C -2.563 -3.013 0.967 0.312
C -3.550 -2.221 1.550 -0.305
C -4.880 -2.602 1.498 -0.581
C -5.239 -3.792 0.878 -0.706
C -4.261 -4.602 0.323 -0.395
C -2.926 -4.216 0.369 -0.876
C 0.075 -3.955 0.686 -0.217
C 0.159 -4.937 1.671 -0.834
C 0.783 -6.144 1.399 -0.967
C 1.326 -6.379 0.142 -0.480
C 1.253 -5.401 -0.839 -1.118
C 0.631 -4.190 -0.565 0.370
C -3.248 -0.670 -1.575 0.910
C -4.209 -1.002 -2.522 -0.378
C -5.511 -0.532 -2.389 -0.856
C -5.851 0.289 -1.325 -0.839
C -4.888 0.640 -0.387 -0.740
C -3.599 0.156 -0.510 0.124
C -1.375 -2.431 -2.936 0.297
C -0.335 -2.438 -3.863 -0.635
C -0.122 -3.548 -4.666 -0.657
C -0.946 -4.659 -4.548 -0.692
C -1.991 -4.654 -3.634 -0.936
C -2.206 -3.544 -2.832 -0.080
H -3.259 -1.308 2.054 0.448
H -5.639 -1.970 1.942 0.428
H -6.279 -4.091 0.839 0.383
H -4.534 -5.540 -0.144 0.433
H -2.170 -4.855 -0.069 0.427
H -0.262 -4.738 2.650 0.459
H 0.845 -6.905 2.167 0.375
H 1.810 -7.324 -0.070 0.390
H 1.686 -5.573 -1.816 0.512
H 0.591 -3.411 -1.317 0.372
H -3.949 -1.618 -3.374 0.488
H -6.256 -0.803 -3.126 0.430
H -6.864 0.657 -1.228 0.442
H -5.142 1.284 0.447 0.523
H -2.846 0.415 0.224 -0.349
H 0.310 -1.570 -3.940 0.239
H 0.688 -3.547 -5.383 0.442
H -0.777 -5.528 -5.172 0.385
H -2.639 -5.516 -3.544 0.449
H -3.021 -3.546 -2.119 0.698
O 1.274 2.459 2.620 -0.388
C 2.216 1.630 3.211 -0.630
C 2.505 1.796 4.554 -0.038
C 3.520 1.045 5.126 -0.645
C 4.234 0.150 4.339 -0.908
C 3.889 -0.041 3.010 -0.525
C 2.843 0.673 2.426 -0.045
P 2.240 0.329 0.721 1.942
C 3.011 -1.301 0.422 0.866
C 2.778 -2.342 1.322 -0.331
C 3.424 -3.557 1.164 -1.105
C 4.289 -3.759 0.098 -0.762
C 4.509 -2.736 -0.810 -0.841
C 3.883 -1.507 -0.643 -0.951
C 3.234 1.470 -0.308 0.033
C 2.984 1.511 -1.683 -0.142
C 3.655 2.413 -2.492 -0.843
C 4.562 3.309 -1.936 -0.795
C 4.805 3.283 -0.572 -0.679
C 4.152 2.361 0.237 -0.800
C 1.763 3.632 2.073 0.298
C 2.783 4.380 2.640 -0.852
C 3.124 5.595 2.061 -0.858
C 2.444 6.063 0.947 -0.923
C 1.442 5.292 0.378 -0.535
C 1.115 4.050 0.913 0.658
P -0.110 2.885 0.235 1.832
C -1.499 3.076 1.397 0.695
C -1.876 1.990 2.184 -0.122
C -2.926 2.116 3.085 -0.741
C -3.595 3.324 3.207 -0.729
C -3.207 4.416 2.441 -0.903
C -2.159 4.296 1.543 -0.297
C -0.642 3.674 -1.313 0.195
C -1.983 3.818 -1.646 -1.112
C -2.345 4.261 -2.912 -0.671
C -1.373 4.553 -3.854 -0.793
C -0.031 4.388 -3.535 -0.928
C 0.333 3.943 -2.276 -0.205
H 1.939 2.521 5.123 0.561
H 3.760 1.169 6.173 0.434
H 5.047 -0.422 4.766 0.460
H 4.428 -0.776 2.430 0.599
H 2.088 -2.203 2.143 0.768
H 3.230 -4.356 1.868 0.491
H 4.783 -4.713 -0.028 0.385
H 5.180 -2.884 -1.646 0.423
H 4.090 -0.711 -1.343 0.354
H 2.237 0.854 -2.114 0.565
H 3.453 2.430 -3.555 0.471
H 5.073 4.026 -2.565 0.396
H 5.505 3.980 -0.130 0.448
H 4.361 2.347 1.298 0.334
H 3.302 4.029 3.520 0.545
H 3.918 6.185 2.500 0.417
H 2.695 7.023 0.517 0.448
H 0.925 5.648 -0.502 0.548
H -1.341 1.045 2.109 -0.202
H -3.207 1.266 3.693 0.483
H -4.414 3.422 3.909 0.426
H -3.722 5.363 2.545 0.422
H -1.855 5.150 0.950 0.504
H -2.753 3.559 -0.931 0.290
H -3.393 4.361 -3.163 0.449
H -1.658 4.893 -4.841 0.389
H 0.734 4.594 -4.273 0.457
H 1.381 3.783 -2.045 0.505
```

Energy = -4709.784612 Ha
Total charge = 0
LUMO level = 0.050 eV
Molar mass = 1180.16 g mol⁻¹
Highest occupied orbital energy = -6.64 eV

=====

A single C5H7FN2 molecule at a distorted geometry, computed with ωB97M-V with the def2-TZVPD basis set.

```
15
Properties=species:S:1:pos:R:3:nbo_charge:R:1
C 1.327 1.863 0.500 -0.102
C 0.771 0.682 0.745 -0.114
C -0.020 1.469 -1.147 0.189
C -0.721 -0.892 -0.564 -0.229
C -0.575 -1.846 0.611 0.038
N 0.845 2.361 -0.749 -0.459
N -0.067 0.372 -0.338 -0.373
F 0.674 -2.387 0.545 -0.348
H 1.911 2.480 1.090 0.209
H 0.996 0.126 1.652 0.225
H -0.501 -1.291 -1.520 0.218
H -1.504 -2.504 0.435 0.180
H -1.859 -0.620 -0.643 0.194
H -0.622 1.424 -2.128 0.194
H -0.655 -1.236 1.508 0.178
```

Energy = -404.058444 Ha
Total charge = 0
LUMO level = 0.803 eV
Energy above the lowest of the compared OMol25 structures with the same formula, charge and spin = 127.1 kJ/mol
Molar mass = 114.12 g mol⁻¹
Highest occupied orbital energy = -9.10 eV

=====

A molecular structure, C13H15F2O18Pb at a distorted geometry, computed with ωB97M-V with the def2-TZVPD basis set.

```
49
Properties=species:S:1:pos:R:3:nbo_charge:R:1
Pb -2.833 -20.734 -2.043 1.568
O -2.601 -18.749 1.771 -0.739
C -2.403 -19.384 0.563 0.945
O -2.389 -20.641 0.563 -0.791
O -2.279 -18.658 -0.441 -0.781
H -2.705 -19.472 2.400 0.479
O -3.511 -24.866 -0.729 -0.727
C -3.329 -23.599 -1.235 0.954
O -4.365 -22.877 -1.319 -0.824
O -2.189 -23.246 -1.585 -0.758
H -4.464 -24.876 -0.579 0.476
O 0.325 -21.634 -4.797 -0.720
C -0.716 -21.246 -4.005 0.956
O -1.865 -21.649 -4.318 -0.803
O -0.454 -20.560 -2.992 -0.778
H -0.091 -22.150 -5.497 0.478
C -7.696 -15.801 -0.823 -0.635
C -6.516 -16.464 -0.168 0.059
C -6.937 -17.442 0.939 -0.085
O -6.151 -18.588 0.718 -0.476
C -5.689 -18.581 -0.550 1.000
O -5.166 -19.493 -1.088 -0.550
O -5.903 -17.363 -1.116 -0.516
H -7.444 -14.979 -1.493 0.221
H -8.252 -15.247 -0.039 0.215
H -8.432 -16.499 -1.211 0.224
H -5.764 -15.759 0.183 0.198
H -7.997 -17.688 0.801 0.167
H -6.813 -17.058 1.948 0.202
C -8.169 -20.435 -4.495 -0.125
C -7.510 -20.073 -5.823 0.432
O -6.301 -20.759 -5.767 -0.496
C -5.968 -20.958 -4.439 0.977
O -4.907 -21.260 -4.058 -0.498
O -7.064 -20.740 -3.666 -0.476
F -7.262 -18.722 -5.871 -0.348
H -8.857 -21.274 -4.585 0.190
H -8.677 -19.555 -4.102 0.204
H -8.031 -20.385 -6.724 0.160
C -4.425 -15.502 -4.629 -0.126
C -5.624 -16.322 -4.183 0.445
O -5.110 -17.632 -4.184 -0.494
C -3.760 -17.542 -3.968 0.981
O -3.052 -18.451 -3.757 -0.516
O -3.364 -16.228 -3.997 -0.487
F -6.648 -16.224 -5.085 -0.339
H -4.475 -14.473 -4.284 0.200
H -4.275 -15.560 -5.707 0.197
H -5.992 -16.090 -3.187 0.161
```

Energy = -2251.558172 Ha
Total charge = -1
LUMO level = 1.918 eV
Molar mass = 704.44 g mol⁻¹
Highest occupied orbital energy = -5.23 eV

=====

3 unconnected molecules or ions with the total composition C19H33BClO6 at a distorted geometry, computed with ωB97M-V with the def2-TZVPD basis set.

```
60
Properties=species:S:1:pos:R:3:nbo_charge:R:1
C 8.564 -1.234 -0.530 -0.460
C 8.422 0.086 -0.569 -0.124
C 8.188 0.917 -1.799 -0.728
B 6.636 1.026 -2.320 0.585
C 6.676 1.707 -3.832 -0.907
Cl 5.948 -0.733 -2.540 -0.350
O 5.772 1.935 -1.477 -0.700
C 5.077 1.363 -0.493 0.820
O 5.554 1.193 0.625 -0.609
C 3.644 0.979 -0.718 -0.166
C 3.110 0.984 -1.978 -0.148
C 1.821 0.610 -2.247 -0.230
C 1.015 0.199 -1.216 -0.233
C 1.544 0.223 0.048 -0.183
C 2.829 0.598 0.315 -0.178
H 8.433 -1.796 0.391 0.178
H 8.852 -1.816 -1.402 0.177
H 8.514 0.622 0.375 0.185
H 8.606 1.922 -1.652 0.205
H 8.793 0.471 -2.602 0.204
H 6.134 1.118 -4.576 0.206
H 7.705 1.924 -4.139 0.195
H 6.171 2.684 -3.784 0.199
H 3.739 1.289 -2.807 0.234
H 1.478 0.643 -3.274 0.201
H -0.004 -0.131 -1.409 0.213
H 0.903 -0.106 0.862 0.187
H 3.198 0.593 1.331 0.226
C -2.945 -0.606 -2.287 -0.257
O -2.397 -1.182 -1.114 -0.551
C -3.319 -1.217 -0.035 -0.086
C -3.927 -2.592 0.136 -0.091
O -4.748 -2.947 -0.971 -0.556
C -4.101 -3.822 -1.878 -0.255
H -2.278 -0.838 -3.116 0.193
H -3.936 -1.008 -2.511 0.176
H -3.008 0.482 -2.180 0.169
H -4.100 -0.461 -0.165 0.174
H -2.761 -0.969 0.872 0.190
H -4.570 -2.582 1.021 0.186
H -3.145 -3.341 0.294 0.175
H -4.062 -4.835 -1.463 0.164
H -3.089 -3.486 -2.115 0.185
H -4.687 -3.843 -2.797 0.185
C -5.117 2.880 3.962 -0.256
O -6.331 2.200 4.239 -0.553
C -6.834 1.486 3.120 -0.088
C -6.525 0.006 3.215 -0.088
O -5.130 -0.244 3.129 -0.554
C -4.533 -0.485 4.392 -0.256
H -4.682 3.186 4.912 0.190
H -4.403 2.239 3.440 0.183
H -5.312 3.773 3.360 0.167
H -6.443 1.901 2.186 0.176
H -7.921 1.616 3.118 0.182
H -6.994 -0.505 2.368 0.185
H -6.939 -0.418 4.135 0.174
H -4.785 -1.492 4.743 0.167
H -4.848 0.250 5.136 0.180
H -3.453 -0.418 4.269 0.194
```

Energy = -1680.291521 Ha
Total charge = -1
LUMO level = 2.021 eV
Molar mass = 403.73 g mol⁻¹
Highest occupied orbital energy = -4.83 eV

=====

2 unconnected molecules or ions with the total composition H6O2Si2 at a distorted geometry, computed with ωB97M-V with the def2-TZVPD basis set.

```
10
Properties=species:S:1:pos:R:3:nbo_charge:R:1
O -3.659 0.149 -0.515 -1.143
O -1.905 0.267 1.170 -1.135
Si 1.508 -0.334 0.025 0.666
Si -2.156 -0.445 -0.356 1.289
H -3.984 0.635 0.268 0.510
H -1.038 0.054 1.510 0.487
H 0.470 -0.133 1.025 -0.215
H 1.976 -1.639 0.013 -0.158
H 2.715 0.479 0.478 -0.155
H 1.194 0.255 -1.231 -0.147
```

Energy = -733.068876 Ha
Total charge = 0
LUMO level = 0.499 eV
Energy above the lowest of the compared OMol25 structures with the same formula, charge and spin = 168.2 kJ/mol
Molar mass = 94.22 g mol⁻¹
Highest occupied orbital energy = -9.57 eV

=====

2 unconnected molecules or ions with the total composition C2H8NO2 at a distorted geometry, computed with ωB97M-V with the def2-TZVPD basis set.

```
13
Properties=species:S:1:pos:R:3:nbo_charge:R:1
O 0.129 0.535 -1.755 -0.490
C 1.115 0.679 -1.092 0.434
C 1.362 -0.220 0.212 -0.336
N 0.092 -1.038 0.294 -0.699
H 1.819 1.558 -1.147 0.169
H 2.313 -0.713 0.125 0.262
H 1.330 0.514 0.952 0.242
H 0.274 -2.008 0.713 0.457
H -0.670 -0.517 0.714 0.481
H -0.067 -1.150 -0.707 0.449
H -2.313 0.633 2.420 0.502
H -2.778 0.484 0.997 0.503
O -2.055 0.178 1.650 -0.974
```

Energy = -285.963362 Ha
Total charge = +1
LUMO level = -3.491 eV
Energy above the lowest of the compared OMol25 structures with the same formula, charge and spin = 144.6 kJ/mol
Molar mass = 78.09 g mol⁻¹
Highest occupied orbital energy = -15.20 eV